Entry 1:
Formula: C32H29N3PPt
Source: the Open Molecules 2025 dataset
Level of theory: ωB97M-V with the def2-TZVPD basis set

## Properties
**Spin multiplicity**: 3
**LUMO level (spin up / spin down)**: -0.1397 / -0.1589 Ha
**Strongest force on any atom**: 0.45 eV Å⁻¹
**Net charge**: +1

Last column: natural (NBO) charge in e.
Positions of all 66 atoms, in Å:
Pt 0.28266 0.53135 0.86553  0.842
P -0.17235 -0.67698 -1.04031  1.062
N 0.51852 1.36471 2.70954  -0.382
N -0.20778 2.60839 0.61401  -0.524
N 0.22083 2.60740 2.93185  -0.229
C -2.40800 -4.67157 -1.16532  -0.167
C -1.03923 0.35038 -2.25664  -0.397
C 3.80901 -0.49672 -1.40114  -0.223
C -1.73000 -2.61955 -2.19021  -0.184
C -1.75180 -4.30290 -0.00024  -0.220
C -0.56226 4.60450 1.88577  -0.206
C -0.89025 4.60005 -0.48705  -0.256
C -3.08798 0.39789 -0.74366  -0.651
C -2.32934 0.82177 -1.97336  0.018
C -0.92037 5.26943 0.74214  -0.146
C -2.39303 -3.83337 -2.26841  -0.212
C 3.12001 -2.23381 -2.92732  -0.206
C -2.92352 1.68344 -2.88742  -0.212
C 4.12082 -1.46505 -2.34308  -0.166
C -0.32022 -2.77743 1.36599  -0.659
C -0.19217 3.25554 1.80553  0.290
C 2.48337 -0.27344 -1.04270  0.066
C -0.52490 3.27701 -0.50859  0.054
C 1.48519 -1.02801 -1.64980  -0.439
C 0.91879 1.11618 5.12115  -0.239
C -0.39685 0.71552 -3.43644  -0.192
C 2.12874 0.78418 -0.03607  -0.521
C 1.79743 -2.01906 -2.57710  -0.169
C 1.03071 0.63388 3.82144  0.184
C 2.14730 -1.33303 4.63900  -0.188
C -1.06515 -2.24932 -1.01998  -0.436
C -1.01107 1.57414 -4.33899  -0.217
C -2.27316 2.06790 -4.05425  -0.167
C -1.06458 -3.09805 0.09681  0.115
C 1.42395 0.36755 6.17042  -0.186
C 2.03761 -0.85685 5.93742  -0.200
C 1.64723 -0.58893 3.58269  -0.260
H -0.50921 1.84419 -5.25823  0.231
H -1.20874 6.31104 0.78625  0.236
H -0.46579 2.72099 -1.43336  0.224
H 3.37455 -3.00899 -3.63695  0.231
H 1.01218 -2.62919 -3.00662  0.230
H -0.57593 -1.78569 1.75187  0.209
H -2.93644 -5.61471 -1.20868  0.230
H 2.85083 0.84285 0.77792  0.226
H -4.07173 0.86230 -0.72191  0.237
H -3.91594 2.06335 -2.67835  0.225
H 2.43205 -1.43412 6.76231  0.226
H 0.59490 0.33597 -3.64801  0.231
H 2.03938 1.76485 -0.50585  0.221
H -2.57121 0.68379 0.17831  0.215
H 0.43352 2.06579 5.29310  0.243
H -0.55716 -3.49729 2.14711  0.239
H 1.33575 0.74442 7.18051  0.227
H -1.73947 -1.95057 -3.04149  0.228
H -0.54559 5.08160 2.85488  0.248
H -2.75700 2.75010 -4.74087  0.229
H -1.76881 -4.96624 0.85535  0.221
H -3.22460 -0.68523 -0.71943  0.238
H 5.15514 -1.63316 -2.61244  0.230
H -2.89650 -4.11779 -3.18230  0.230
H 0.76060 -2.80583 1.20361  0.226
H 2.62642 -2.28355 4.44597  0.222
H -1.13804 5.10188 -1.41063  0.239
H 1.76006 -0.95048 2.56511  0.205
H 4.59864 0.08263 -0.93834  0.224

Atoms 1-2, force components in eV/Å:
0.063 -0.109 -0.120
0.061 0.298 -0.144

=====

Entry 2:
Formula: C4H9N2S
Source: the Open Molecules 2025 dataset
Level of theory: ωB97M-V with the def2-TZVPD basis set

## Properties
**Energy above the lowest of the compared OMol25 structures with the same formula, charge and spin**: 97.5 kcal/mol
**LUMO level**: -0.1778 Ha
**Strongest force on any atom**: 3.83 eV Å⁻¹
**Net charge**: +1

Last column: natural (NBO) charge in e.
Positions of all 16 atoms, in Å:
S -0.73287 -0.89769 -0.41728  0.586
N -0.33184 1.19204 1.19703  -0.734
N 0.87175 -2.69160 1.00358  -0.475
C 1.07173 2.66176 -0.07937  -0.706
C 0.09783 -2.01931 0.42669  0.352
C -1.44650 -2.09489 -1.56393  -0.818
C 0.44111 2.17657 1.09792  0.209
H 0.92091 2.64063 2.01042  0.156
H 1.41819 -3.51459 1.20081  0.493
H 0.38147 2.62453 -0.96341  0.236
H -0.90261 -3.09156 -1.54274  0.261
H 1.78979 1.92367 -0.39144  0.252
H -1.50333 -1.50165 -2.57101  0.278
H -2.60784 -2.21831 -1.58019  0.282
H 1.43966 3.69041 0.09685  0.251
H -0.90746 1.11998 2.07608  0.376

Atoms 1-2, force components in eV/Å:
-0.960 0.246 -0.072
-2.310 -0.202 0.255

=====

Entry 3:
Formula: C2H5OP
Source: the Open Molecules 2025 dataset
Level of theory: ωB97M-V with the def2-TZVPD basis set

## Properties
**Energy above the lowest of the compared OMol25 structures with the same formula, charge and spin**: 39.3 kcal/mol
**LUMO level**: 0.0323 Ha
**Strongest force on any atom**: 3.68 eV Å⁻¹

Last column: natural (NBO) charge in e.
Positions of all 9 atoms, in Å:
P 1.82252 -0.07323 -0.06638  0.353
O -0.52252 1.09924 1.15773  -0.724
C 0.13493 0.82325 -0.02339  -0.061
C 0.15900 -0.58843 -0.63227  -0.658
H 0.03743 1.06912 2.04732  0.491
H -0.35071 -1.42434 -0.07797  0.243
H 0.06543 -0.64413 -1.63669  0.215
H 0.18089 1.67375 -0.64520  0.194
H 1.60455 -0.85027 1.02304  -0.053

Atoms 1-2, force components in eV/Å:
0.267 0.746 -0.956
0.624 -0.140 3.300